26
Properties=species:S:1:pos:R:3:forces:R:3 method="wB97M-V/def2-TZVPD" charge=0 e_above_lowest_kcal_mol=150.8 gap_ev="8.2 / 8.2" homo_ev="-8.2 / -8.2" lumo_ha="0.0018 / 0.0017"
C 0.506523 0.187400 0.259987 -0.407 1.227 -0.758
C -0.944502 0.308686 0.606563 -0.807 -0.570 -1.937
C 1.052240 1.395508 -0.437524 0.771 -2.850 0.334
C -1.856589 0.016040 -0.338741 0.996 -0.022 -0.700
C -1.211280 0.849871 1.913066 -1.413 0.799 2.882
C -1.463243 -0.379449 -1.762169 -3.142 0.859 1.147
C 2.407961 -1.388948 0.165504 0.798 -1.421 -1.644
N 0.250105 -1.758848 1.165260 0.019 -1.742 0.417
N 1.059431 -0.993973 0.493719 -1.326 0.812 1.772
N 0.334677 2.499583 -0.219686 1.365 2.572 -2.581
N -3.312520 0.080160 -0.099592 3.363 1.224 1.760
O -3.973191 -0.603395 -0.783043 -2.460 -1.637 -1.882
O 2.014397 1.273917 -1.181497 0.171 0.910 -0.263
O -3.684819 0.783041 0.816651 -0.964 0.338 0.323
H -2.036607 1.641137 1.960482 1.369 -0.974 -0.311
H -0.234849 1.288865 2.257057 -1.085 -0.683 0.570
H -1.665418 0.002378 2.553461 1.199 1.367 -0.456
H -0.423977 -0.478069 -1.689323 1.377 -0.624 -0.826
H -1.775640 0.494032 -2.373134 0.492 -0.549 -0.087
H -2.104244 -1.230866 -2.070605 1.038 0.260 -0.016
H 2.271335 -2.488945 -0.119792 0.579 1.630 -0.143
H 2.770404 -0.698636 -0.611190 -0.271 -0.722 -0.168
H 3.203216 -1.372198 0.913412 -0.866 0.261 0.784
H 0.572580 -2.736599 1.274804 0.498 0.904 -0.389
H -0.332843 2.585648 0.489818 -0.957 0.087 0.801
H 0.536424 3.322520 -0.852774 -0.339 -1.456 1.373

***

96
Properties=species:S:1:pos:R:3:forces:R:3 method="wB97M-V/def2-TZVPD" charge=+1 e_above_lowest_kcal_mol=62.3 gap_ev=6.0 homo_ev=-9.7 lumo_ha=-0.1359
Zr -0.026600 -0.265057 -0.091813 -0.762 -0.347 -0.263
C -4.161467 -4.155159 1.126824 0.006 0.014 0.015
C -3.176999 -4.328390 0.164883 0.012 -0.003 -0.009
C -2.001441 -3.592277 0.223146 0.024 -0.052 -0.022
C -1.801038 -2.671931 1.244143 -0.036 0.066 -0.072
C -2.790768 -2.501916 2.211355 0.009 0.014 -0.032
C -3.962186 -3.241502 2.153972 -0.024 -0.013 -0.014
N -0.620012 -1.876079 1.321512 0.095 0.292 0.245
C 0.374230 -2.304426 2.139086 0.171 -0.082 -0.124
C 0.477282 -3.607171 2.688701 -0.073 0.040 0.014
C 1.534239 -3.934740 3.495408 0.003 -0.016 0.012
C 2.553762 -3.014301 3.821457 0.005 -0.011 0.009
C 2.482625 -1.742978 3.326383 -0.015 0.070 -0.009
C 1.416122 -1.392597 2.479514 0.018 -0.075 -0.028
N 1.192333 -0.136071 1.964775 0.064 -0.112 -0.283
N 1.739464 0.876156 2.452474 -0.027 0.063 0.034
C 1.215981 2.073714 1.909650 0.105 -0.020 -0.074
C 1.782356 3.255958 2.356581 -0.003 -0.017 0.002
C 1.249446 4.453861 1.916372 0.001 0.006 0.001
C 0.164648 4.422314 1.055510 -0.004 -0.009 -0.016
C -0.325536 3.193276 0.648187 -0.030 0.002 -0.004
N 0.183459 2.026903 1.050799 0.051 -0.018 0.037
H -5.075912 -4.731479 1.081496 -0.002 -0.001 -0.001
H -3.317944 -5.044120 -0.635738 -0.006 -0.001 -0.002
H -1.226249 -3.730903 -0.516897 -0.027 0.003 0.037
H -2.626209 -1.789687 3.011257 0.008 0.004 0.001
H -4.720731 -3.104488 2.913847 -0.001 -0.003 -0.001
H -0.283372 -4.340037 2.457809 -0.012 0.003 -0.002
H 1.591165 -4.940972 3.892574 0.003 0.003 0.003
H 3.373886 -3.316449 4.456978 0.004 0.005 -0.001
H 3.231456 -0.996021 3.554903 0.001 -0.005 0.003
H 2.614933 3.205087 3.042892 -0.001 0.005 0.002
H 1.666076 5.394747 2.249453 -0.001 0.003 -0.003
H -0.302309 5.328441 0.697773 0.004 0.005 0.005
H -1.166942 3.145738 -0.030367 0.003 -0.010 0.021
C 4.118434 0.598412 -1.924182 -0.011 -0.005 0.005
C 3.765784 1.183696 -3.247017 0.012 0.021 0.010
C 2.277455 1.599042 -3.422698 -0.021 -0.016 0.000
C 1.360373 1.336000 -2.243456 0.087 0.103 0.078
C 1.774573 0.637084 -1.153024 -0.032 0.045 0.101
C 3.204029 0.348024 -0.987777 0.004 -0.008 0.002
C -0.058439 1.695227 -2.404555 0.021 0.156 0.102
C -0.507163 2.565821 -3.436583 -0.013 -0.089 -0.062
C -1.829567 2.864945 -3.556735 -0.007 0.001 0.010
C -2.778273 2.305313 -2.666132 -0.005 0.009 -0.016
C -4.168689 2.543745 -2.743920 0.012 -0.007 -0.003
C -5.021966 1.951054 -1.855939 0.009 -0.007 0.022
C -4.520439 1.093827 -0.852665 -0.002 0.006 -0.019
C -3.178666 0.852674 -0.752079 -0.019 0.016 0.009
C -2.282744 1.458159 -1.659912 -0.014 -0.043 -0.013
N -0.950561 1.200122 -1.546307 0.110 0.066 0.052
H 5.163320 0.373715 -1.738267 0.003 -0.001 -0.003
H 4.462711 1.991913 -3.474678 0.000 0.000 0.011
H 2.189473 2.618124 -3.799721 0.005 -0.002 -0.011
H 3.527584 -0.076938 -0.041342 0.002 0.003 0.000
H 0.206585 2.984991 -4.128860 0.007 -0.003 0.002
H -2.170868 3.530488 -4.340587 -0.002 0.001 -0.002
H -4.544954 3.198032 -3.520355 -0.002 0.002 -0.001
H -6.085909 2.132600 -1.918490 -0.002 0.000 -0.001
H -5.204030 0.620380 -0.160678 -0.003 0.002 -0.002
H -2.814040 0.173968 0.018493 -0.008 0.009 0.003
N -0.224703 -1.508172 -1.588078 0.253 -0.047 0.308
P 0.467068 -2.562995 -2.529822 0.025 -0.010 -0.031
C 1.660555 -1.727735 -3.600156 0.024 0.015 -0.009
C 3.074271 -2.119633 -3.746654 -0.013 -0.019 -0.003
C 3.979775 -1.249422 -4.183915 0.015 0.002 0.001
C 3.639392 0.183531 -4.452348 0.012 -0.008 -0.019
C 2.124105 0.517932 -4.566509 -0.007 0.010 -0.007
C 1.217674 -0.572844 -4.102446 0.005 -0.011 0.005
C -0.711814 -3.447832 -3.559117 -0.007 0.017 -0.011
C -2.072399 -3.266861 -3.337811 -0.005 0.002 0.027
C -2.995574 -3.946180 -4.121768 -0.002 -0.004 0.001
C -2.558811 -4.800393 -5.122858 0.002 -0.006 -0.007
C -1.198490 -4.976468 -5.351469 0.003 -0.002 -0.001
C -0.275296 -4.298883 -4.573696 0.002 0.007 -0.006
C 1.388991 -3.791252 -1.575744 0.016 -0.032 -0.012
C 2.425137 -3.319420 -0.766239 0.016 0.017 -0.008
C 3.083913 -4.174533 0.098197 0.001 -0.012 -0.002
C 2.709662 -5.512557 0.163965 0.002 0.014 0.014
C 1.684233 -5.988422 -0.636515 -0.011 0.005 0.001
C 1.022086 -5.130142 -1.507100 -0.004 -0.007 0.004
H 3.354136 -3.142718 -3.525781 -0.002 0.005 -0.005
H 5.006375 -1.564094 -4.330483 0.001 -0.003 -0.002
H 4.206958 0.542618 -5.310303 -0.002 0.005 -0.001
H 1.805372 0.929066 -5.526013 -0.006 -0.003 0.003
H 0.160702 -0.332243 -4.027507 -0.002 0.004 0.003
H -2.395439 -2.594538 -2.551844 -0.001 -0.002 -0.001
H -4.055057 -3.806451 -3.951032 -0.001 0.001 0.001
H -3.278825 -5.329402 -5.733428 0.000 0.000 0.000
H -0.861547 -5.638237 -6.138130 0.001 0.000 -0.001
H 0.785648 -4.429774 -4.757792 0.001 0.002 0.000
H 2.723891 -2.276720 -0.823205 -0.007 0.000 0.007
H 3.882383 -3.800639 0.726127 0.002 0.000 -0.003
H 3.220281 -6.182589 0.843441 0.001 -0.001 0.000
H 1.392123 -7.028923 -0.583610 -0.001 0.000 -0.001
H 0.213664 -5.506939 -2.121289 -0.002 0.000 -0.005

***

15
Properties=species:S:1:pos:R:3:forces:R:3 method="wB97M-V/def2-TZVPD" charge=+1 e_above_lowest_kcal_mol=44.6 spin_multiplicity=3 gap_ev="7.1 / 7.8" homo_ev="-11.1 / -15.8" lumo_ha="-0.1438 / -0.2928"
C -0.781377 1.136570 -0.023599 2.997 4.912 -1.562
C 1.138710 0.062683 0.328481 2.493 -4.118 2.369
C 2.435179 -0.436191 -0.139408 2.365 -0.960 0.250
C -2.621977 -0.444816 0.105328 1.867 2.005 -2.404
N -1.201712 -0.041698 -0.063450 -5.313 -0.936 1.400
N 0.620405 1.101965 -0.188189 -3.941 2.530 0.633
H -1.375987 2.144259 0.091193 1.041 -2.335 -0.448
H 0.534709 -0.474132 1.134808 1.040 0.772 -1.236
H 3.094325 -1.043104 0.563444 -1.554 0.557 -0.280
H 3.170478 0.400676 -0.319184 -0.988 -0.628 -0.686
H 2.267694 -1.147483 -0.996266 0.456 0.994 0.341
H -3.130274 0.310464 0.693407 0.053 -0.207 0.440
H -3.009176 -0.567089 -0.878249 -0.706 0.521 -0.906
H -2.538874 -1.388724 0.393319 -0.548 -4.018 2.507
H 1.068072 1.682449 -0.853190 0.736 0.912 -0.419

***

19
Properties=species:S:1:pos:R:3:forces:R:3 method="wB97M-V/def2-TZVPD" charge=0 smiles=CCC.CC e_above_lowest_kcal_mol=11.8 gap_ev=12.4 homo_ev=-11.2 lumo_ha=0.0424
C -2.385036 -1.873802 -0.498128 0.997 -0.500 -0.032
C -1.884693 -0.865996 -1.536625 -1.438 0.092 0.062
H -2.068723 -2.886401 -0.770458 -0.510 -0.015 -0.408
H -1.964191 -1.834232 0.509867 -0.113 0.795 0.014
H -3.461710 -1.782508 -0.466619 -0.245 -0.334 0.273
H -2.242328 0.136339 -1.289173 0.642 0.170 0.357
H -2.503078 -1.045944 -2.421786 0.539 -0.280 -0.332
H -0.830780 -0.897669 -1.778512 0.104 0.062 0.021
C 1.301744 1.543727 0.836330 0.071 0.292 -0.861
C 2.770801 1.405384 0.324989 -1.060 0.473 0.143
C 0.598949 0.217317 1.043203 0.224 -1.047 1.300
H 1.344561 2.118118 1.760717 -0.217 -0.252 0.205
H 0.692677 2.155540 0.161662 0.236 0.052 -0.058
H 3.392647 2.006097 0.984105 0.371 -0.224 -0.064
H -0.187598 0.272218 1.803000 0.022 0.182 -0.070
H 0.148729 -0.340979 0.225852 0.159 0.631 -0.599
H 2.884938 1.806138 -0.680551 0.054 -0.161 -0.086
H 3.057106 0.358102 0.344509 0.305 0.012 -0.009
H 1.335984 -0.491447 1.447617 -0.141 0.053 0.143

***

10
Properties=species:S:1:pos:R:3:forces:R:3 method="wB97M-V/def2-TZVPD" charge=0 e_above_lowest_kcal_mol=0.0 spin_multiplicity=3 gap_ev="7.2 / 9.1" homo_ev="-6.3 / -10.8" lumo_ha="0.0344 / -0.0644"
C 1.507197 -1.044849 0.770526 1.635 2.026 0.458
C -1.041209 0.731927 -0.914002 -0.732 -0.250 0.451
N 0.265237 -1.220585 0.889892 1.544 -2.433 -2.356
N -0.846089 -1.271027 1.189772 -4.411 0.190 1.734
N -0.612341 1.872568 -0.670880 -0.691 1.235 0.743
Cl -0.010846 -0.182414 -1.895254 0.506 -1.302 -1.284
H 2.145880 -1.257778 -0.073027 -0.187 -0.802 -0.382
H 1.793840 -0.213416 1.363171 1.545 0.825 0.983
H -1.944238 0.167458 -0.569833 0.688 0.753 -0.306
H -1.257432 2.418115 -0.090366 0.104 -0.241 -0.042

***

17
Properties=species:S:1:pos:R:3:forces:R:3 method="wB97M-V/def2-TZVPD" charge=-1 smiles=[O-]C[C@H]1CCCN1 e_above_lowest_kcal_mol=9.1 gap_ev=6.3 homo_ev=-2.3 lumo_ha=0.1489
N -1.263413 0.323242 0.025408 0.371 0.319 -0.107
C -1.346254 -1.086580 -0.445607 0.240 0.692 0.011
C 0.070933 -1.656475 -0.123420 -0.384 -0.904 -0.779
C 0.786138 -0.491391 0.564730 0.296 -1.276 -0.605
C 0.183718 0.690441 -0.143392 -0.121 0.703 0.524
C 0.814805 2.037176 0.393690 -0.110 -1.229 0.136
O 2.109092 2.046312 0.017569 -0.398 0.600 -0.176
H -1.750156 0.937467 -0.606847 -0.552 0.009 -0.083
H -1.546616 -1.121180 -1.527560 0.197 -0.083 -0.008
H -2.188880 -1.600696 0.011986 0.025 -0.141 0.366
H 0.505125 -1.946520 -1.087035 0.366 0.481 0.007
H 0.081029 -2.630297 0.385598 -0.319 0.362 0.497
H 1.869308 -0.569296 0.571967 0.044 0.210 -0.353
H 0.460721 -0.527424 1.601024 -0.109 0.512 0.281
H 0.390261 0.754637 -1.224289 0.414 -0.514 0.093
H 0.696193 1.960951 1.493225 -0.244 0.208 0.434
H 0.127995 2.879634 0.092950 0.285 0.052 -0.237

***

49
Properties=species:S:1:pos:R:3:forces:R:3 method="wB97M-V/def2-TZVPD" charge=0 spin_multiplicity=2 gap_ev="5.6 / 5.6" homo_ev="-8.2 / -8.2" lumo_ha="-0.0958 / -0.0966"
Mn -0.028288 0.478527 -0.149478 2.803 -1.991 0.949
O -0.649397 1.060543 1.483956 0.094 -0.593 -0.135
C -1.271234 2.126638 1.810610 -0.718 1.489 0.033
C -1.751524 2.268619 3.138251 0.242 -0.243 -0.197
C -2.450644 3.377424 3.526660 -0.005 -0.007 -0.183
C -2.743441 4.396945 2.610616 -0.084 0.180 -0.037
C -2.269610 4.312986 1.328544 0.079 0.035 0.148
C -1.492728 3.219654 0.905265 -0.157 -0.635 0.641
C -0.872137 3.251228 -0.369226 0.414 -0.241 -0.305
N -0.091764 2.332206 -0.839599 -0.685 0.436 0.397
C 0.541199 2.555666 -2.131281 0.298 -0.005 -0.474
C 1.344420 1.286282 -2.471481 0.153 0.527 0.046
N 0.491557 0.204533 -2.027396 -0.320 0.067 -0.220
C -0.107014 -0.534547 -2.898234 -0.255 -0.125 0.081
C -1.264454 -1.318687 -2.602417 -0.028 0.241 0.629
C -1.690751 -2.341371 -3.460118 -0.293 -0.268 -0.022
C -2.847707 -3.038826 -3.206513 0.376 -0.049 -0.430
C -3.644904 -2.686963 -2.115832 0.018 0.347 0.185
C -3.294771 -1.646222 -1.295536 -0.037 0.016 0.043
C -2.079285 -0.950216 -1.479817 0.139 -0.515 -0.632
O -1.761155 0.002237 -0.674869 -0.502 0.447 0.082
H -1.535056 1.460965 3.821537 -0.004 -0.044 0.077
H -2.788002 3.470853 4.548879 -0.051 -0.051 0.067
H -3.325361 5.248098 2.926704 -0.043 0.100 -0.014
H -2.467160 5.111484 0.627530 -0.001 0.097 -0.094
H -1.039469 4.147387 -0.972520 0.091 0.009 0.042
H 1.192548 3.436666 -2.094277 -0.079 -0.127 -0.048
H -0.233786 2.718749 -2.892487 0.135 -0.016 0.066
H 2.273664 1.284946 -1.890930 -0.162 -0.105 -0.184
H 1.571284 1.219630 -3.541088 -0.067 0.032 0.114
H 0.240279 -0.519055 -3.934663 0.078 0.026 0.103
H -1.079051 -2.591303 -4.315555 0.054 -0.044 -0.095
H -3.153330 -3.844137 -3.854596 0.016 -0.094 -0.087
H -4.557471 -3.231405 -1.926196 -0.104 -0.044 0.031
H -3.913892 -1.345330 -0.464901 -0.050 -0.006 0.110
S 0.170787 -1.757720 0.437349 -0.014 0.770 0.139
C 1.754052 -2.007433 1.091273 -0.448 0.484 -0.453
C 2.122089 -3.269664 1.550202 0.451 -0.312 0.207
C 3.390769 -3.493791 2.062307 -0.596 0.790 -0.398
C 3.738284 -4.783690 2.518983 0.137 -0.551 0.188
N 3.997748 -5.839559 2.882999 0.079 -0.280 0.100
C 4.320889 -2.430337 2.116687 -0.891 0.530 -0.459
C 3.948980 -1.169603 1.672098 0.413 -0.446 0.298
C 2.674523 -0.943868 1.160303 -0.643 0.568 -0.360
S 2.232617 0.642602 0.612096 -0.752 -0.223 -0.273
C 5.632640 -2.645023 2.593768 0.544 -0.047 0.188
N 6.709585 -2.800019 2.955203 0.283 -0.046 0.129
H 1.406775 -4.076305 1.505591 -0.016 -0.107 -0.005
H 4.648698 -0.349794 1.721601 0.108 0.025 0.013

***

| no. | total energy (Ha) |
| --- | --- |
| 1 | -718.46440 |
| 2 | -2644.94132 |
| 3 | -266.85613 |
| 4 | -198.87039 |
| 5 | -702.87188 |
| 6 | -326.47074 |
| 7 | -3241.03295 |